No. 1
Formula: C3H5FO
Source: OMol25
Level of theory: the ωB97M-V functional and the def2-TZVPD basis

LUMO level: 1.04 eV
energy relative to the best compared isomer or geometry (same formula, charge and spin): 1.490 eV
HOMO: -9.56 eV
SMILES: CO/C=C/F

Structure (ORCA input):
```
! RIJCOSX wB97M-V def2-TZVPD def2/J DEFGRID3
* xyz 0 1
C -1.6347 0.1499 0.1810
O -0.5915 -0.4929 -0.4951
C 0.6531 0.0766 -0.3415
C 1.7582 -0.5048 0.0851
F 2.9279 0.2268 -0.0372
H -1.6975 -0.0200 1.3049
H -2.6309 -0.2562 -0.2105
H -1.5975 1.2911 -0.0750
H 0.8286 1.1066 -0.7047
H 1.9842 -1.5772 0.2931
*
```



No. 2
Formula: C53H20F18GeN2PS3Ti
Source: OMol25
Level of theory: the ωB97M-V functional and the def2-TZVPD basis

LUMO level: 1.08 eV
energy relative to the best compared isomer or geometry (same formula, charge and spin): 0.851 eV
HOMO: -5.61 eV

Structure (ORCA input):
```
! RIJCOSX wB97M-V def2-TZVPD def2/J DEFGRID3
* xyz -1 1
Ti 2.2697 -0.6420 -1.4661
S 4.7011 -0.5301 -1.4824
C 5.0046 0.2990 0.0107
C 6.2076 0.1272 0.6940
C 6.4454 0.7817 1.8922
C 7.6948 0.5779 2.5720
N 8.6978 0.4198 3.1090
C 5.4621 1.6304 2.4274
C 4.2715 1.8188 1.7447
C 4.0340 1.1734 0.5307
S 2.5286 1.4270 -0.3067
C 5.6705 2.2857 3.6894
N 5.8270 2.8075 4.7002
H 6.9569 -0.5412 0.2926
H 3.5060 2.4538 2.1682
C -3.0775 -4.2032 -4.4767
C -2.2757 -4.4812 -3.3795
C -1.4053 -3.5164 -2.8973
C -1.3174 -2.2726 -3.5193
C -2.1230 -1.9991 -4.6204
C -3.0003 -2.9630 -5.0944
P -0.0635 -1.1269 -2.8720
C -0.7005 0.5581 -3.2008
C 0.2099 1.5875 -3.4333
C -0.2210 2.8967 -3.5857
C -1.5756 3.1930 -3.5283
C -2.4888 2.1781 -3.2818
C -2.0539 0.8733 -3.0982
C 1.2871 -1.3069 -4.0912
C 1.1765 -1.8042 -5.3904
C 2.3169 -1.9543 -6.1557
C 3.5580 -1.6118 -5.6248
C 3.6628 -1.1385 -4.3287
C 2.5287 -0.9967 -3.5163
H -3.7684 -4.9486 -4.8466
H -2.3366 -5.4440 -2.8908
H -0.7961 -3.7181 -2.0243
H -2.0602 -1.0393 -5.1169
H -3.6266 -2.7415 -5.9483
H 1.2746 1.3778 -3.5329
H 0.5057 3.6805 -3.7550
H -1.9175 4.2110 -3.6637
H -3.5460 2.4025 -3.2163
H -2.7764 0.0999 -2.8670
H 0.2115 -2.0780 -5.7973
H 2.2449 -2.3435 -7.1634
H 4.4509 -1.7280 -6.2262
H 4.6445 -0.8883 -3.9487
F -2.1279 -1.6655 2.8267
C -2.1066 -0.5390 3.5613
C -2.0442 0.6975 2.9390
C -2.0263 1.7911 3.7806
F -1.9890 3.0409 3.2869
C -2.0589 1.6795 5.1623
F -2.0388 2.7697 5.9381
C -2.1188 0.4266 5.7441
F -2.1539 0.3009 7.0731
C -2.1451 -0.6967 4.9352
F -2.1959 -1.9154 5.4887
Ge -1.8911 0.6858 0.9488
S -0.1670 -0.3873 0.3951
C -2.0110 2.5894 0.3873
C -0.9702 3.4259 0.7626
F 0.0251 2.9521 1.5143
C -0.9303 4.7721 0.4454
F 0.0859 5.5463 0.8366
C -1.9717 5.3221 -0.2810
F -1.9494 6.6182 -0.6160
C -3.0291 4.5235 -0.6703
F -4.0218 5.0477 -1.4047
C -3.0301 3.1793 -0.3345
F -4.0760 2.4604 -0.7874
C -3.6661 -0.0954 0.4779
C -3.8371 -1.1163 -0.4406
F -2.7978 -1.6252 -1.1181
C -5.0791 -1.6618 -0.7321
F -5.2031 -2.6495 -1.6297
C -6.2018 -1.1778 -0.0857
F -7.4075 -1.6924 -0.3529
C -6.0728 -0.1507 0.8335
F -7.1611 0.3320 1.4466
C -4.8166 0.3689 1.0894
F -4.7523 1.3939 1.9574
F 1.0074 -1.1918 6.8706
C 2.2601 -1.2587 6.3992
F 2.8558 -0.0986 6.7068
F 2.8879 -2.2080 7.1220
C 2.3119 -1.5479 4.9240
C 3.5024 -1.3289 4.2414
C 3.5711 -1.5931 2.8859
C 2.4463 -2.0652 2.2073
C 1.2574 -2.2861 2.9016
C 1.1942 -2.0362 4.2609
C 2.4790 -2.2335 0.7847
C 2.4317 -2.3520 -0.4346
H 4.3663 -0.9431 4.7663
H 4.4894 -1.4234 2.3402
H 0.3836 -2.6204 2.3603
H 0.2735 -2.2073 4.8016
*
```



No. 3
Formula: C33H45INO5
Source: OMol25
Level of theory: the ωB97M-V functional and the def2-TZVPD basis

LUMO level: -3.38 eV
HOMO: -10.18 eV
SMILES: C=CC(=O)OCCCCCC[C@@H]1[NH2+][C@@H](OCCCC)[C@@H](OC(=O)c2ccccc2)[C@@H](I)[C@H]1Cc1ccccc1C

Structure (ORCA input):
```
! RIJCOSX wB97M-V def2-TZVPD def2/J DEFGRID3
* xyz 1 1
C -5.0022 -5.3449 2.6515
C -4.0098 -5.1578 1.5188
C -4.5461 -5.7284 0.0424
O -5.8691 -5.5089 -0.1900
O -3.6510 -6.4457 -0.8841
C -3.3292 -5.4793 -1.9492
C -1.9212 -4.6913 -1.5681
C -2.0705 -3.1644 -2.1752
C -2.2488 -2.0172 -0.9715
C -1.3609 -0.7262 -1.4519
C -1.5147 0.5986 -0.4416
C -0.0867 1.3925 -0.5358
N 0.9728 0.6894 0.3265
C 2.1593 1.5746 0.6682
O 3.3096 0.7794 1.2152
C 4.0258 1.5493 2.2476
C 5.6469 1.1981 2.0352
C 6.0123 -0.2488 2.7904
C 7.0570 0.1616 4.0146
C 2.5838 2.6112 -0.5250
O 2.7761 2.0137 -1.8516
C 3.9346 1.1128 -1.9133
O 5.2137 1.5370 -2.0182
C 3.5850 -0.5181 -1.7854
C 2.3495 -1.0309 -2.7852
C 1.8601 -2.5965 -2.7351
C 2.6140 -3.6142 -1.6668
C 3.8535 -3.1512 -0.6865
C 4.3314 -1.5512 -0.7551
C 1.3098 3.6820 -0.6956
I 1.1887 4.1248 -2.8795
C -0.1427 2.9972 -0.2271
C -1.4543 3.7854 -0.8078
C -2.7750 3.7570 0.1685
C -2.8396 3.0886 1.6805
C -4.1726 3.1106 2.6626
C -5.5617 3.8216 2.1561
C -5.5532 4.4624 0.6300
C -4.2059 4.4422 -0.3611
C -4.4086 5.1242 -1.8425
H -5.9659 -4.6468 2.5732
H -4.8434 -6.1530 3.4855
H -2.9508 -4.6480 1.6665
H -3.2287 -5.9632 -3.0125
H -4.1802 -4.6729 -2.0113
H -1.0132 -5.2317 -2.1121
H -1.7122 -4.6291 -0.4168
H -2.9702 -3.0939 -2.9500
H -1.1017 -2.8882 -2.8163
H -3.3916 -1.7640 -0.8771
H -1.7559 -2.4369 0.0031
H -0.2038 -0.9820 -1.5966
H -1.7279 -0.4010 -2.5404
H -1.7265 0.2016 0.6388
H -2.4449 1.1815 -0.8459
H 0.2789 1.2827 -1.6672
H 1.3007 -0.1892 -0.1740
H 0.4639 0.3827 1.2071
H 1.8230 2.2518 1.5928
H 3.7242 1.0853 3.2918
H 3.8675 2.7078 2.2007
H 5.8254 0.9832 0.8748
H 6.2953 2.0922 2.4224
H 5.0516 -0.7557 3.2287
H 6.4747 -1.0040 2.0149
H 7.1939 -0.7638 4.7187
H 6.5611 1.0658 4.6148
H 8.0937 0.4829 3.5392
H 3.5604 3.2145 -0.2357
H 1.8379 -0.2480 -3.5243
H 0.9903 -2.9367 -3.4405
H 2.2543 -4.7456 -1.5870
H 4.4004 -3.8699 0.0933
H 5.1855 -1.1806 -0.0460
H 1.5773 4.6463 -0.0828
H -0.1466 3.1174 0.9608
H -1.1792 4.9108 -0.9904
H -1.7630 3.2718 -1.8312
H -1.8847 2.5399 2.1412
H -4.0842 2.6163 3.7445
H -6.5071 3.8305 2.8739
H -6.5743 4.9522 0.2762
H -4.3392 6.2872 -1.7331
H -5.5003 4.8156 -2.2094
H -3.6247 4.6451 -2.5672
*
```



No. 4
Formula: C6H8BrNO
Source: OMol25
Level of theory: the ωB97M-V functional and the def2-TZVPD basis

LUMO level: 0.47 eV
energy relative to the best compared isomer or geometry (same formula, charge and spin): 0.791 eV
HOMO: -8.96 eV
SMILES: [H]/N=C1/[C@H](Br)C(=O)C1(C)C

Structure (ORCA input):
```
! RIJCOSX wB97M-V def2-TZVPD def2/J DEFGRID3
* xyz 0 1
H -0.1199 2.6502 0.4113
N -0.8710 2.0188 0.1688
C -0.7713 0.8728 -0.1568
C -1.8467 -0.1126 -0.6148
Br -3.6127 0.1062 0.0784
C -0.7157 -1.2848 0.0881
O -0.9162 -2.3547 0.4324
C 0.3151 -0.2003 0.0653
C 0.9820 -0.1818 1.4731
C 1.3331 -0.2497 -1.1059
H -2.0113 -0.0799 -1.6521
H 1.4870 -1.1717 1.6597
H 0.2542 0.0517 2.2716
H 1.6537 0.6510 1.3483
H 2.1517 0.4133 -0.9796
H 0.9194 0.0594 -2.1540
H 1.7683 -1.1879 -1.3336
*
```



No. 5
Formula: C10H19FeN4O5S5Se2
Source: OMol25
Level of theory: the ωB97M-V functional and the def2-TZVPD basis

LUMO level (alpha / beta): 4.37 / 4.36 eV
energy relative to the best compared isomer or geometry (same formula, charge and spin): 0.572 eV
HOMO (alpha / beta): -1.75 / -2.04 eV

Structure (ORCA input):
```
! RIJCOSX wB97M-V def2-TZVPD def2/J DEFGRID3
* xyz -2 6
Fe -0.4625 -0.5852 0.6134
C -1.6710 2.3986 -3.6670
C -0.1896 2.3702 -3.7061
N 0.5606 2.7128 -4.7083
N 1.8314 2.5095 -4.2344
C 1.8965 2.0494 -2.9676
S 3.2595 1.7476 -2.0642
N 0.5703 1.9556 -2.6395
N 0.0635 1.4773 -1.4377
H -2.0358 2.8515 -4.5861
H -2.0193 2.9737 -2.8074
H -2.0577 1.3836 -3.5694
H 2.6350 2.6978 -4.8034
H -0.8325 1.0265 -1.6176
H -0.0568 2.2355 -0.7709
O 1.1770 -1.7653 6.0130
C 1.5905 -2.7513 5.0603
C 1.0479 -2.4197 3.6673
C 1.5773 -3.5118 2.7324
O 2.9931 -3.4778 2.5845
C 1.5486 -1.0109 3.2856
Se 1.9154 -0.6479 1.3859
C -0.4812 -2.4820 3.7316
Se -1.5214 -2.3286 2.0678
H 1.7421 -1.8471 6.7874
H 1.2181 -3.7390 5.3655
H 2.6821 -2.7951 5.0006
H 1.0843 -3.4151 1.7646
H 1.3223 -4.4939 3.1454
H 3.1523 -2.7503 1.9576
H 2.4965 -0.8172 3.7884
H 0.8403 -0.2626 3.6376
H -0.8381 -1.7086 4.4091
H -0.7793 -3.4499 4.1454
S -3.5715 2.7992 1.2141
C -2.4578 1.5896 0.9589
S -0.9098 1.5113 1.7388
S -2.6892 0.2782 -0.1526
C -2.3057 -2.8027 -1.9440
S -0.8264 -1.9401 -2.4029
O -0.0346 -2.8550 -3.1911
O -1.2405 -0.7255 -3.0888
O -0.1809 -1.6456 -1.0933
H -2.8272 -3.0825 -2.8572
H -2.9167 -2.1417 -1.3330
H -2.0121 -3.6807 -1.3731
*
```



No. 6
Formula: C6H12O2
Source: OMol25
Level of theory: the ωB97M-V functional and the def2-TZVPD basis

LUMO level: 0.71 eV
energy relative to the best compared isomer or geometry (same formula, charge and spin): 2.176 eV
HOMO: -9.84 eV
SMILES: C=CCCCC=O.O

Structure (ORCA input):
```
! RIJCOSX wB97M-V def2-TZVPD def2/J DEFGRID3
* xyz 0 1
C -2.0956 1.2414 -1.4508
C -1.0389 1.1601 -0.6503
C -1.2024 0.7507 0.8108
C 0.0480 0.1345 1.4776
C 0.7277 -0.9460 0.6713
C -0.1515 -2.0572 0.2047
O 0.2803 -3.0745 -0.2742
H -3.1228 1.1353 -1.1037
H -1.9832 1.5568 -2.4922
H -0.0424 1.2955 -1.0550
H -2.0078 0.0292 0.8480
H -1.4813 1.6433 1.3765
H 0.7078 0.8674 1.9417
H -0.3677 -0.3573 2.3648
H 1.5167 -1.3703 1.2901
H 1.3108 -0.5275 -0.1523
H -1.2421 -2.0094 0.3537
O 2.6827 1.9955 -0.7781
H 1.7979 2.1729 -1.1011
H 2.7030 1.9249 0.1855
*
```



No. 7
Formula: C32H58Ge2N2OSi2V
Source: OMol25
Level of theory: the ωB97M-V functional and the def2-TZVPD basis

LUMO level (alpha / beta): -0.03 / 0.43 eV
HOMO (alpha / beta): -7.48 / -7.13 eV

Structure (ORCA input):
```
! RIJCOSX wB97M-V def2-TZVPD def2/J DEFGRID3
* xyz 0 2
V -0.0127 -0.0546 0.3842
C 5.2004 0.2655 0.8156
C 4.0026 -0.6190 0.4713
Ge 2.5122 0.3117 -0.5245
C 2.9721 -0.0356 -2.4482
C 4.4128 0.3408 -2.7928
C 2.9973 2.2078 -0.3392
C 2.1052 3.1379 0.0155
Ge 0.2243 2.5062 -0.0507
C -0.3729 2.8452 -1.9278
C -0.9461 4.2202 -2.2697
C -1.0280 3.3300 1.2543
C -1.0418 4.8427 1.4667
C 2.5335 4.5244 0.3163
C 3.7255 4.7512 1.0106
C 4.1638 6.0378 1.2809
C 3.4174 7.1330 0.8682
C 2.2235 6.9248 0.1937
C 1.7853 5.6354 -0.0685
H 5.9744 -0.2974 1.3441
H 4.9071 1.1005 1.4551
H 5.6570 0.6934 -0.0782
H 3.6118 -1.0662 1.3881
H 4.3340 -1.4518 -0.1579
H 2.2801 0.5680 -3.0457
H 2.8003 -1.0762 -2.7371
H 4.6025 1.3988 -2.6044
H 4.6422 0.1511 -3.8445
H 5.1267 -0.2311 -2.1962
H 4.0340 2.5184 -0.4811
H -1.1218 2.0954 -2.1759
H 0.4952 2.6283 -2.5580
H -1.7377 4.5111 -1.5758
H -1.3811 4.2239 -3.2725
H -0.1854 5.0004 -2.2546
H -0.8402 2.8296 2.2074
H -2.0207 2.9857 0.9471
H -0.0803 5.2112 1.8236
H -1.7960 5.1138 2.2100
H -1.2791 5.3886 0.5519
H 4.3024 3.9026 1.3579
H 5.0889 6.1852 1.8241
H 3.7584 8.1380 1.0805
H 1.6233 7.7679 -0.1253
H 0.8447 5.4923 -0.5810
C -1.4766 -0.4067 -2.5638
Si -2.7949 0.0419 -1.2911
C -3.6793 1.6448 -1.7340
C -4.0727 -1.3504 -1.2240
N -1.9252 0.1755 0.2184
C -2.5735 0.2925 1.4398
C -3.9477 0.4488 1.6065
C -4.5070 0.4404 2.8762
C -3.6914 0.2681 3.9808
C -2.3146 0.1416 3.8294
C -1.7282 0.1875 2.5672
N -0.3591 0.0803 2.2472
Si 0.9678 -0.0128 3.4329
C 0.5310 0.4180 5.2089
C 2.2917 1.2264 3.0034
C 1.5961 -1.7802 3.4218
H -1.7477 -0.0301 -3.5529
H -1.3738 -1.4904 -2.6466
H -0.4860 0.0099 -2.3450
H -3.5344 1.9096 -2.7841
H -3.3058 2.4761 -1.1327
H -4.7539 1.5638 -1.5608
H -5.0883 -0.9669 -1.3350
H -4.0328 -1.8804 -0.2698
H -3.9106 -2.0770 -2.0240
H -4.5869 0.5693 0.7395
H -5.5763 0.5568 2.9965
H -4.1191 0.2331 4.9744
H -1.7152 0.0048 4.7126
H -0.0516 1.3361 5.2928
H 1.4864 0.5940 5.7133
H 0.0231 -0.3785 5.7531
H 1.9399 2.2276 3.2716
H 2.5841 1.2634 1.9593
H 3.1855 1.0222 3.6006
H 0.7720 -2.4516 3.6741
H 2.3850 -1.9298 4.1625
H 1.9847 -2.0823 2.4462
C 1.9687 -3.4381 -0.6513
C 0.8566 -2.6356 -1.2794
O -0.0272 -2.1014 -0.2584
C -1.0834 -3.0506 0.0587
C -1.4392 -3.0644 1.5204
H 2.6099 -3.8572 -1.4281
H 1.5695 -4.2639 -0.0596
H 2.5785 -2.8102 -0.0021
H 0.2562 -3.2441 -1.9604
H 1.2245 -1.7827 -1.8379
H -0.7201 -4.0358 -0.2360
H -1.9403 -2.7985 -0.5680
H -0.5918 -3.3927 2.1214
H -2.2554 -3.7761 1.6609
H -1.7782 -2.0954 1.8790
*
```



No. 8
Formula: C2H4N4O2
Source: OMol25
Level of theory: the ωB97M-V functional and the def2-TZVPD basis

LUMO level: -0.54 eV
energy relative to the best compared isomer or geometry (same formula, charge and spin): 5.045 eV
HOMO: -10.55 eV
SMILES: [H]/N=c1\ncn(O)n1O

Structure (ORCA input):
```
! RIJCOSX wB97M-V def2-TZVPD def2/J DEFGRID3
* xyz 0 1
H 3.0043 0.1008 -0.2498
N 2.3709 -0.5934 -0.6203
C 1.2049 -0.1118 -0.2750
N 1.0070 1.0787 0.5147
C -0.2347 1.3390 0.1861
N -0.9165 0.3941 -0.8065
O -2.1908 -0.0930 -0.5397
N -0.0221 -0.7540 -0.6136
O -0.4670 -1.1697 0.9402
H -0.7736 2.2818 0.4503
H -2.0666 -0.4514 0.3234
H -0.9158 -2.0210 0.6902
*
```